[1]
DFT (the ωB97M-V functional and the def2-TZVPD basis) results for a 2-piece molecular cluster, C4H10S overall in a non-equilibrium geometry.

Geometry as XYZ:
```
15
Properties=species:S:1:pos:R:3:forces:R:3
C 0.3137 -2.6921 -1.4612 -2.426 -2.147 1.220
C 0.4865 -3.3625 -0.2877 0.611 0.393 -0.381
H -0.3136 -1.7320 -1.5550 2.048 -1.183 0.010
H 0.2157 -3.5362 -2.1810 -0.096 1.574 -0.635
H 0.6576 -2.8577 0.6754 -0.547 -0.310 -0.310
H 0.5444 -4.4982 -0.3022 0.423 1.672 0.091
C -0.4768 2.5120 -0.5357 1.521 0.811 -0.876
S -0.4206 0.8447 0.1773 0.148 -0.168 0.178
C 0.5036 1.2819 1.7269 -2.995 -1.153 0.066
H 0.4149 3.0132 -0.0429 -1.140 -0.180 -0.791
H -0.1758 2.4248 -1.6546 -0.956 0.345 1.872
H -1.4028 3.1351 -0.3383 1.000 -1.001 -0.379
H 0.0405 2.2703 1.8404 0.361 -0.441 1.283
H 1.5300 1.3734 1.5737 1.712 -0.003 -0.343
H 0.2560 0.4552 2.4946 0.335 1.793 -1.006
```
Forces are in eV/Å.

SMILES   C=C.CSC
Calculated total energy   -556.4892 Ha
Charge   0
Orbital gap   9.62 eV

[2]
DFT (the ωB97M-V functional and the def2-TZVPD basis) results for C4H10S in the gas phase in a non-equilibrium geometry.

Geometry as XYZ:
```
15
Properties=species:S:1:pos:R:3:forces:R:3
C 1.7306 0.1745 -0.6199 -0.694 0.067 1.320
C 0.4011 0.9348 -0.8102 0.316 -1.317 -0.790
C -0.8574 0.2379 -0.1331 0.794 1.264 -1.363
C -0.5839 -0.9982 0.7032 -0.371 -0.060 0.816
S -1.9365 -1.3298 1.8880 -0.310 0.452 0.270
H 2.5809 0.4794 -1.2184 -0.137 0.165 -0.240
H 2.0007 0.2676 0.4375 0.355 0.231 -0.107
H 1.5588 -0.8887 -0.6915 0.115 -0.427 -0.640
H 0.2469 1.0798 -1.9053 -0.178 0.002 0.827
H 0.4678 1.8855 -0.3322 0.323 0.883 -0.030
H -1.5304 0.0316 -0.9577 -0.403 -0.329 0.125
H -1.2894 1.1158 0.3932 -0.155 -1.130 0.367
H 0.3631 -0.8929 1.2470 -0.383 -0.159 -0.054
H -0.6205 -1.9730 0.2041 0.622 0.580 -0.639
H -2.5319 -0.1242 1.7953 0.107 -0.222 0.136
```
Forces are in eV/Å.

SMILES   CCCCS
Calculated total energy   -556.5601 Ha
Charge   0
Orbital gap   9.97 eV

[3]
DFT (the ωB97M-V functional and the def2-TZVPD basis) results for C4H10S in the gas phase.

Geometry as XYZ:
```
15
Properties=species:S:1:pos:R:3:forces:R:3
C -0.6460 2.0630 -0.3455 0.212 -0.096 -0.289
C -0.7313 0.5582 -0.0801 -0.283 0.183 -0.192
C 0.3069 0.1247 0.9293 -0.016 -0.396 0.555
S 0.3815 -1.6528 1.2499 -0.059 -0.147 -0.098
C 0.7991 -2.3127 -0.3749 0.496 0.081 0.241
H 0.1182 2.3131 -1.0795 0.249 -0.138 0.008
H -1.5612 2.4925 -0.7488 -0.182 -0.092 0.210
H -0.3676 2.5656 0.5759 -0.183 0.277 0.127
H -0.6201 -0.0193 -0.9943 0.120 0.095 -0.241
H -1.7271 0.3019 0.2804 -0.015 -0.031 0.219
H 0.0423 0.4765 1.9298 0.021 0.340 -0.088
H 1.3027 0.5115 0.7100 0.025 -0.008 -0.179
H 1.7643 -1.9110 -0.7051 -0.259 -0.025 -0.082
H 0.9187 -3.3857 -0.2457 -0.063 -0.060 -0.025
H 0.0196 -2.1256 -1.1016 -0.064 0.018 -0.167
```
Forces are in eV/Å.

SMILES   CCCSC
Calculated total energy   -556.5817 Ha
Charge   0
Orbital gap   9.58 eV

[4]
DFT (the ωB97M-V functional and the def2-TZVPD basis) results for a 2-piece molecular cluster, C4H10S overall in a non-equilibrium geometry.

Geometry as XYZ:
```
15
Properties=species:S:1:pos:R:3:forces:R:3
C -1.9108 -1.2499 0.4199 0.528 -1.019 -1.047
C -1.4282 -1.6853 1.5780 -1.082 1.444 0.691
H -1.6098 -1.6775 -0.5383 0.422 0.212 0.119
H -2.7340 -0.5599 0.3038 -0.248 -0.061 0.511
H -0.5659 -2.2793 1.8348 -0.073 -0.472 -0.585
H -1.9949 -1.3000 2.4244 0.452 -0.085 0.312
C 1.8189 0.8329 -1.5790 -0.781 -0.180 1.689
C 0.8167 0.7434 -0.3596 0.063 -0.970 -0.605
S 1.0618 1.9938 0.8572 -0.419 -0.078 -0.290
H 1.7589 1.8103 -2.0392 0.080 -0.015 -0.248
H 2.7953 0.6278 -1.1502 0.289 0.068 -0.501
H 1.4891 0.0295 -2.2277 0.234 0.048 -0.315
H 0.9821 -0.2145 0.1705 0.468 0.169 0.099
H -0.2345 0.5964 -0.6093 0.000 0.719 -0.160
H -0.2446 2.3323 0.9148 0.067 0.218 0.331
```
Forces are in eV/Å.

2S+1   2
Calculated total energy   -556.1975 Ha
⟨S²⟩   0.75
Charge   +1
Orbital gap (spin up / spin down)   9.49 / 4.63 eV

[5]
DFT (the ωB97M-V functional and the def2-TZVPD basis) results for a 2-piece molecular cluster, C4H10S2 overall in a non-equilibrium geometry.

Geometry as XYZ:
```
16
Properties=species:S:1:pos:R:3:forces:R:3
C -0.7199 2.7056 -0.4450 -0.267 0.279 -0.390
S -1.1505 1.3745 -1.5990 0.113 -0.068 0.177
S 0.7057 0.8674 -2.3175 -0.140 0.049 0.047
H 0.0760 2.4127 0.2229 0.226 -0.147 0.071
H -1.5990 2.9643 0.1481 -0.062 -0.135 -0.119
H -0.4371 3.5721 -1.0430 0.108 0.037 0.240
H 0.8103 1.8079 -3.2731 0.003 -0.039 -0.018
C -0.0289 -2.8165 0.6220 0.112 0.918 0.007
C -0.0324 -1.4790 1.3101 -0.773 0.547 -0.552
C 0.8910 -0.5401 1.1551 0.087 -0.368 -0.395
H -0.8755 -2.9153 -0.0557 -0.184 -0.023 0.088
H 0.8703 -2.8746 0.0150 0.188 -0.428 0.091
H -0.0902 -3.5857 1.3817 0.147 -0.429 -0.085
H -0.9630 -1.2008 1.8030 0.243 -0.249 0.533
H 0.8692 0.4194 1.6518 -0.163 0.029 -0.023
H 1.6741 -0.7117 0.4236 0.363 0.027 0.328
```
Forces are in eV/Å.

SMILES   C=CC.CSS
Calculated total energy   -954.7404 Ha
Charge   0
Orbital gap   9.64 eV

[6]
DFT (the ωB97M-V functional and the def2-TZVPD basis) results for a 2-piece molecular cluster, C4H10S2 overall in a non-equilibrium geometry.

Geometry as XYZ:
```
16
Properties=species:S:1:pos:R:3:forces:R:3
C -0.8539 0.3132 -1.6285 -1.712 -2.307 -2.354
C 1.3517 1.2539 -0.9784 -0.528 1.869 0.814
C 0.4974 -1.9307 1.5809 -2.317 -1.195 0.258
C -0.1805 1.1042 -0.8514 1.385 1.662 1.310
S -1.0741 -1.1941 2.2277 0.008 0.321 0.834
S -0.8394 2.2112 0.3817 0.389 -0.093 0.039
H -1.9766 0.0452 -1.6028 2.010 0.838 0.068
H -0.2546 -0.1408 -2.4734 -0.932 0.121 1.108
H 1.0918 -1.1757 1.1050 0.292 -0.071 -0.519
H 1.6363 2.2659 -1.4280 -0.443 -1.382 0.366
H 1.8210 1.2721 0.0418 -0.411 -0.279 -0.887
H 1.7281 0.4398 -1.5680 0.352 -0.216 -0.268
H 0.0733 -2.7905 0.9891 1.362 0.944 0.115
H 0.9678 -2.3366 2.4895 -0.059 0.239 -0.442
H -1.9189 -1.0526 1.1843 0.692 -0.283 -0.242
H -2.0696 1.7157 0.5305 -0.087 -0.170 -0.200
```
Forces are in eV/Å.

SMILES   C=C(C)S.CS
Calculated total energy   -954.7179 Ha
Charge   0
Orbital gap   9.31 eV

[7]
DFT (the ωB97M-V functional and the def2-TZVPD basis) results for a 2-piece molecular cluster, C4H10S2 overall in a non-equilibrium geometry.

Geometry as XYZ:
```
16
Properties=species:S:1:pos:R:3:forces:R:3
C 0.5921 0.6995 -2.0922 2.597 0.313 0.677
S 1.5357 -0.0686 -0.7226 1.308 1.627 0.327
S 0.6145 -1.8449 -0.3824 -2.058 -0.230 -1.751
H -0.3121 1.1405 -1.7016 -0.776 -0.725 -0.662
H 1.2512 1.5657 -2.3451 -0.397 -0.586 0.049
H 0.7744 -0.0567 -2.8579 -1.365 0.437 -0.414
H -0.2961 -1.4775 -1.4235 0.851 -1.077 1.502
C -2.4938 0.7135 2.4858 -0.057 -4.363 -2.812
C -1.2337 0.7092 1.4888 -2.181 3.163 1.825
C -1.0268 1.8011 0.7318 -2.123 -1.114 -0.758
H -2.3571 -0.3534 2.8527 -0.654 1.326 0.545
H -3.5443 0.6279 1.9711 2.070 0.690 0.685
H -2.4847 1.4167 3.2751 0.204 0.739 0.604
H -0.4409 0.0021 1.7088 -0.151 -0.008 -0.268
H -0.1611 1.7068 0.1503 1.292 0.757 -0.697
H -1.8600 2.5052 0.3657 1.439 -0.951 1.148
```
Forces are in eV/Å.

SMILES   C=CC.CSS
Calculated total energy   -954.6738 Ha
Charge   0
Orbital gap   8.70 eV

[8]
DFT (the ωB97M-V functional and the def2-TZVPD basis) results for C4H10S2 as an isolated structure in a non-equilibrium geometry.

Geometry as XYZ:
```
16
Properties=species:S:1:pos:R:3:forces:R:3
C 1.5807 0.0363 0.7493 1.028 0.124 0.073
C 1.8472 -0.1230 -0.7003 2.639 0.022 0.210
C -1.7555 0.9079 0.1799 -0.405 -0.015 -0.080
C -0.9412 -0.1367 -0.5703 -2.885 1.289 -0.580
H 0.8588 0.7871 1.0581 -0.033 -0.050 0.065
H 2.4043 -0.1122 1.4399 -0.065 0.085 -0.118
H 1.3096 0.5196 -1.3935 0.268 -0.187 -0.128
H 2.8558 -0.3813 -1.0098 0.004 0.307 0.087
H -1.5647 1.9073 -0.2282 0.008 -0.129 0.014
H -1.4908 0.9257 1.2437 -0.042 -0.058 -0.121
H -2.8257 0.7017 0.1010 0.108 0.146 0.096
H 0.1246 0.0828 -0.5126 -2.883 0.735 -0.411
H -1.2103 -0.1443 -1.6325 -0.187 0.024 -0.024
H -0.8409 -1.6610 1.2580 -0.600 -0.293 0.142
S 0.8862 -1.4667 0.0286 10.274 -1.674 0.716
S -1.2381 -1.8431 -0.0114 -7.229 -0.328 0.059
```
Forces are in eV/Å.

Calculated total energy   -954.5344 Ha
Charge   0
Orbital gap   6.80 eV

[9]
DFT (the ωB97M-V functional and the def2-TZVPD basis) results for a 2-piece molecular cluster, C4H10SSi overall in a non-equilibrium geometry.

Geometry as XYZ:
```
16
Properties=species:S:1:pos:R:3:forces:R:3
C -0.2032 -1.4064 1.2542 4.183 -1.847 -2.500
C -1.6439 1.1625 0.2697 0.293 -2.016 1.295
C 1.4003 1.1282 0.6817 -3.753 2.921 -3.400
C 0.2831 -0.7604 -1.6897 -2.560 -1.108 0.704
Si -0.0461 0.0218 0.0309 0.237 1.409 0.649
S 0.9567 -3.6358 0.5792 -1.466 3.142 1.003
H -1.0407 -1.9035 1.5280 -2.828 -1.348 1.226
H -1.7164 1.9037 -0.4880 -0.415 0.380 -0.969
H -2.5447 0.4750 0.3732 0.865 1.131 -0.481
H -1.5743 1.7469 1.2174 0.181 -0.649 -0.469
H 1.1556 1.6012 1.6132 -0.514 0.644 0.255
H 2.1914 0.5954 0.8951 4.381 -2.995 0.730
H 1.6872 1.9093 -0.1586 -0.622 -1.350 1.841
H 0.8792 -0.1599 -2.3132 -0.169 1.797 -1.196
H 1.0009 -1.5718 -1.6837 -0.499 -0.897 0.795
H -0.7850 -1.1065 -2.1094 2.685 0.788 0.516
```
Forces are in eV/Å.

Calculated total energy   -845.8341 Ha
Charge   0
Orbital gap (spin up / spin down)   5.83 / 5.84 eV

[10]
DFT (the ωB97M-V functional and the def2-TZVPD basis) results for C4H11AsCsF6NO as an isolated structure.

Geometry as XYZ:
```
25
Properties=species:S:1:pos:R:3:forces:R:3
Cs 0.4487 -2.5086 1.9761 0.275 -0.155 -0.301
As 2.5922 -2.4770 -1.1239 -0.390 -0.258 -0.196
F 1.1554 -3.4336 -0.6954 0.041 -0.014 0.536
F 3.4244 -3.8986 -1.5241 0.316 -0.691 -0.114
F 3.9242 -1.5118 -1.5419 0.496 0.420 -0.020
F 1.7050 -1.0611 -0.6226 -0.198 0.196 0.412
F 3.1575 -2.6289 0.5239 -0.189 0.008 0.456
F 1.9177 -2.3557 -2.6775 -0.178 0.216 -0.769
C -2.6446 1.7697 -0.9266 0.053 0.029 -0.030
C -1.2452 1.4647 -0.4046 0.063 -0.333 -0.304
C -1.4223 0.6393 0.8621 -0.617 0.313 0.350
O -0.2199 0.2424 1.4765 0.477 -0.317 0.110
C 0.3425 1.2194 2.3248 -0.128 0.182 0.269
N -0.4499 0.8136 -1.4505 0.023 0.019 0.534
H -2.6076 2.2763 -1.8870 0.113 0.106 -0.016
H -3.2094 2.3856 -0.2228 -0.021 -0.082 -0.052
H -3.1830 0.8290 -1.0864 -0.040 0.076 0.055
H -0.7316 2.3859 -0.1141 -0.036 0.095 -0.201
H -1.9979 -0.2685 0.6535 0.133 -0.073 -0.177
H -2.0251 1.2180 1.5822 0.056 -0.059 -0.026
H -0.2160 1.2666 3.2695 -0.073 0.178 -0.116
H 0.3409 2.1966 1.8406 0.080 0.065 0.118
H 1.3686 0.9506 2.5743 0.029 -0.105 -0.252
H -0.8955 -0.0627 -1.7133 0.043 0.069 -0.102
H 0.4709 0.5488 -1.0928 -0.329 0.114 -0.164
```
Forces are in eV/Å.

Calculated total energy   -3144.2681 Ha
Charge   0
Orbital gap   8.55 eV